Entry 1:
C36H80F18N5O36S8Sr as an isolated structure in a non-equilibrium geometry. Source: OMol25; level of theory: wB97M-V/def2-TZVPD.

## Properties
Total energy: -256223.4593 eV

```
! wB97M-V def2-TZVPD RIJCOSX def2/J DEFGRID3
* xyz -3 1
Sr 1.2989 -1.4506 -2.8632
S 0.3539 -0.2195 -0.2345
O -0.5523 -1.1732 0.4115
O 0.4797 1.0608 0.4136
O 1.7119 -0.5737 -0.4414
O -0.0196 0.0504 -1.6312
S -5.1659 -2.3842 1.1655
O -6.5133 -2.2665 0.6801
O -4.5920 -3.4853 0.4316
O -4.3913 -1.1323 0.9378
O -5.2375 -2.6533 2.5403
C 5.9578 -2.6116 4.1400
O 5.0231 -2.2150 3.1627
C 5.3469 -2.5724 1.8604
C 4.2138 -2.1594 0.8615
N 3.9840 -0.6271 0.7313
H 4.6734 -0.2561 0.0932
H 3.1404 -0.4860 0.1940
C 3.7178 0.2144 2.0662
C 5.0285 0.9363 2.4657
O 5.2409 1.9709 1.4954
C 6.6830 2.2267 1.3448
H 6.9487 -2.2169 3.9152
H 5.8749 -3.6928 4.2505
H 5.5050 -2.0814 4.9779
H 5.7666 -3.5784 1.8568
H 6.1693 -1.9543 1.5003
H 3.2614 -2.5863 1.1757
H 4.4430 -2.4932 -0.1505
H 3.3524 -0.4053 2.8850
H 2.9923 0.9974 1.8453
H 5.8733 0.2772 2.6657
H 4.8607 1.5113 3.3764
H 7.2436 2.2868 2.2777
H 6.7470 3.1581 0.7823
H 7.2560 1.4534 0.8331
C 1.6635 -4.1648 3.9085
O 0.4095 -4.3413 3.1991
C -0.4127 -3.1614 2.9663
C -1.7766 -3.6622 2.3881
N -1.9526 -3.5428 0.9076
H -2.9361 -3.7264 0.7695
H -1.6508 -2.6528 0.5377
C -1.1243 -4.6070 0.1280
C -2.0796 -5.8989 -0.1474
O -2.5598 -6.5508 1.0390
C -3.4599 -7.6219 0.7419
H 2.3600 -3.5206 3.3717
H 2.0832 -5.1694 3.9606
H 1.5652 -3.8629 4.9512
H 0.0934 -2.5815 2.1945
H -0.5367 -2.5523 3.8616
H -2.6361 -3.1062 2.7624
H -1.9524 -4.6934 2.6942
H -0.2460 -4.8876 0.7094
H -0.7277 -4.1040 -0.7540
H -1.6263 -6.7129 -0.7131
H -2.8520 -5.5324 -0.8235
H -3.4701 -8.3621 1.5420
H -3.2697 -8.2613 -0.1201
H -4.4725 -7.2329 0.6354
C -1.4799 -3.5838 -3.3333
O -1.1667 -2.2524 -2.9892
C -2.1034 -1.2786 -3.5172
C -3.3016 -0.9496 -2.5277
N -3.0365 -0.4100 -1.1131
H -3.6601 -0.7580 -0.3989
H -2.1624 -0.7623 -0.7500
C -2.9954 1.1476 -1.1158
C -4.4275 1.6596 -0.9976
O -5.2014 1.3478 -2.1521
C -6.6223 1.5362 -1.8987
H -1.6278 -3.9395 -4.3530
H -2.4294 -3.6869 -2.8080
H -0.8663 -4.3350 -2.8360
H -2.3969 -1.5720 -4.5251
H -1.6271 -0.3272 -3.7539
H -3.6928 -1.9444 -2.3144
H -4.0656 -0.3680 -3.0436
H -2.4597 1.4766 -2.0063
H -2.4263 1.6568 -0.3380
H -4.4603 2.7339 -0.8161
H -4.8795 1.1775 -0.1308
H -7.2566 1.5717 -2.7844
H -6.8846 2.3961 -1.2823
H -7.0807 0.6442 -1.4717
C -6.6726 1.5968 2.1692
O -6.2211 0.5062 2.9530
C -5.6813 0.9497 4.2075
C -4.7337 -0.0679 4.7893
N -3.7678 -0.5871 3.7410
H -3.4754 -1.4847 4.1004
H -4.3844 -0.8151 2.9743
C -2.8840 0.4242 2.8581
C -1.8813 1.1095 3.8243
O -1.0137 0.1699 4.4381
C 0.3718 0.1116 3.8992
H -7.2084 1.1678 1.3224
H -5.8803 2.1360 1.6498
H -7.3127 2.3017 2.6996
H -6.5351 1.0683 4.8746
H -5.1465 1.8905 4.0772
H -5.2021 -0.9977 5.1119
H -4.0636 0.3901 5.5168
H -3.6192 1.0798 2.3916
H -2.3139 -0.1736 2.1470
H -2.3524 1.6133 4.6683
H -1.2841 1.8536 3.2972
H 0.9832 0.9804 4.1432
H 0.5435 -0.1834 2.8640
H 0.8079 -0.7284 4.4399
C -2.4351 4.4417 -2.3913
O -1.4412 3.8345 -1.6259
C -0.4380 4.8026 -1.2928
C 0.4852 4.1947 -0.2119
N 1.3367 3.1568 -0.9021
H 1.0221 2.2085 -0.7543
H 1.2552 3.2815 -1.9010
C 2.7772 3.1315 -0.4643
C 3.6284 4.1355 -1.2990
O 2.8232 5.3600 -1.3543
C 3.4499 6.4551 -2.1025
H -1.9735 5.0015 -3.2047
H -3.1058 5.1250 -1.8704
H -3.2022 3.7373 -2.7130
H -0.9590 5.6871 -0.9265
H 0.1391 5.1156 -2.1629
H -0.2027 3.5592 0.3457
H 0.9677 4.8820 0.4831
H 3.2198 2.1448 -0.6008
H 2.8410 3.3663 0.5982
H 3.6367 3.6400 -2.2698
H 4.5817 4.3736 -0.8271
H 3.7547 6.1029 -3.0880
H 4.4099 6.6660 -1.6312
H 2.9345 7.4145 -2.1461
C 2.0877 3.9776 3.8390
F 1.3509 4.2338 2.7069
F 2.5864 2.8176 3.5709
F 3.1054 4.8283 4.0188
S 0.8980 4.0740 5.4470
O -0.4459 3.5895 5.0321
O 1.5957 3.2057 6.4383
O 0.8666 5.4985 5.8209
C -3.6507 6.2889 0.9901
F -4.1559 7.4963 1.4825
F -4.1716 6.1394 -0.1590
F -2.3236 6.4594 0.9066
S -4.1583 4.8131 2.1110
O -3.5009 3.7109 1.3106
O -3.5284 5.0209 3.4264
O -5.6511 4.7690 2.0793
C 2.0622 2.4354 -6.0375
F 1.3861 3.0947 -6.9714
F 2.6449 1.2950 -6.3991
F 3.0277 3.2010 -5.5787
S 0.8953 1.8225 -4.5722
O 0.7584 3.1436 -3.9007
O -0.3146 1.3821 -5.2777
O 1.5727 0.8323 -3.6941
C 2.7658 -2.4969 -7.0114
F 3.4203 -1.9182 -5.9922
F 2.7018 -1.5098 -7.9723
F 3.4836 -3.5082 -7.5009
S 0.9381 -3.0275 -6.4389
O 0.0532 -2.1245 -7.2187
O 0.8407 -4.4475 -6.7697
O 0.8765 -2.6527 -5.0168
C 5.1264 0.6605 -3.7428
F 6.3522 1.1858 -3.7766
F 4.2000 1.4815 -3.2187
F 4.7501 0.4927 -4.9950
S 5.1085 -0.9770 -2.8939
O 5.4821 -0.6378 -1.4746
O 3.7281 -1.4571 -2.9213
O 5.9800 -1.8745 -3.6728
C 3.7509 -4.8679 -3.1420
F 3.6632 -4.0985 -4.2244
F 4.0529 -6.0946 -3.4770
F 4.7459 -4.4135 -2.3414
S 2.1811 -4.8700 -2.0015
O 2.5586 -5.0687 -0.5421
O 1.5884 -3.5864 -2.1515
O 1.3382 -5.9885 -2.4100
*
```



Entry 2:
C8H12Ag2FO4 as an isolated structure in a non-equilibrium geometry. Source: OMol25; level of theory: wB97M-V/def2-TZVPD.

## Properties
Total energy: -27359.7169 eV
<S²>: 2.013
Energy relative to the best compared isomer or geometry (same formula, charge and spin): 35.0 kcal per mole

```
! wB97M-V def2-TZVPD RIJCOSX def2/J DEFGRID3
* xyz 3 3
Ag 0.4249 -0.3900 3.9211
Ag -1.6810 3.1991 2.9124
F -0.1090 1.4672 2.6934
O 0.7283 -1.2988 1.8101
C 1.6435 -1.0800 1.0228
O 2.4570 -2.0775 0.5982
C 3.4500 -1.5598 -0.3779
C 2.7168 -0.3172 -0.8326
C 2.1217 0.2359 0.4582
H 3.5140 -2.3689 -1.1028
H 4.4028 -1.2479 0.0484
H 1.9849 -0.4883 -1.6221
H 3.3515 0.4672 -1.2509
H 1.2496 0.8845 0.3664
H 2.7860 0.7836 1.1291
O -2.5769 2.0521 1.0754
C -2.8049 1.2405 0.1392
O -2.8773 0.0088 0.5383
C -2.6378 -0.9011 -0.5161
C -1.8745 -0.0965 -1.5302
C -2.4796 1.3168 -1.3331
H -3.6052 -1.3060 -0.8158
H -2.0191 -1.7436 -0.2096
H -2.1012 -0.4944 -2.5190
H -0.8536 -0.1108 -1.1551
H -3.3898 1.6917 -1.8119
H -1.8210 2.1331 -1.6360
*
```



Entry 3:
A single C5H10O2 molecule. Source: OMol25; level of theory: wB97M-V/def2-TZVPD.

## Properties
Total energy: -9440.5787 eV
SMILES: C[C@@]1(CCO)CO1
Energy relative to the best compared isomer or geometry (same formula, charge and spin): 56.8 kcal per mole

```
! wB97M-V def2-TZVPD RIJCOSX def2/J DEFGRID3
* xyz 0 1
C -1.4639 -1.4589 0.1824
C -0.6074 -0.2372 -0.0028
C 0.8595 -0.4945 -0.3772
C 1.9193 0.5454 0.1351
O 1.4367 1.8127 0.5140
C -1.2177 1.0290 -0.4170
O -0.8365 0.8393 0.9322
H -1.4956 -2.0064 -0.7685
H -1.0436 -2.1058 0.9605
H -2.4780 -1.1566 0.4604
H 0.8846 -0.5690 -1.4738
H 1.1414 -1.4835 0.0154
H 2.6166 0.7477 -0.6819
H 2.4793 0.0773 0.9627
H 0.6797 1.6349 1.0982
H -2.2937 1.1652 -0.5035
H -0.5807 1.6605 -1.0362
*
```



Entry 4:
C5H8N2O as an isolated structure in a non-equilibrium geometry. Source: OMol25; level of theory: wB97M-V/def2-TZVPD.

## Properties
Total energy: -10335.9434 eV
Energy relative to the best compared isomer or geometry (same formula, charge and spin): 156.4 kcal per mole

```
! wB97M-V def2-TZVPD RIJCOSX def2/J DEFGRID3
* xyz 0 1
C 0.3624 2.0508 -0.7121
C 0.1774 0.7439 -0.3370
C -0.7645 -1.2757 -0.5808
C -0.1544 -1.3575 0.6504
C 0.5338 -0.0787 0.7824
H -0.5259 2.6707 -0.2512
H 1.6206 2.4924 -0.6393
H 0.0250 2.3530 -1.8249
H -2.1920 -1.5452 -1.7166
H -2.3798 -2.6824 0.0194
H -0.3281 -2.3010 1.3399
H 2.6996 -0.3495 1.4617
H 1.8149 1.3580 1.9342
N -1.7277 -2.1570 -0.8173
N 1.5707 0.1240 1.7039
O -0.7320 -0.0457 -1.0128
*
```



Entry 5:
C9H13Br15O2S as an isolated structure in a non-equilibrium geometry. Source: OMol25; level of theory: wB97M-V/def2-TZVPD.

## Properties
Total energy: -1075107.1741 eV
Energy relative to the best compared isomer or geometry (same formula, charge and spin): 45.4 kcal per mole

```
! wB97M-V def2-TZVPD RIJCOSX def2/J DEFGRID3
* xyz 0 1
C 5.4676 -6.1494 16.3166
Br 3.9342 -7.3476 16.1194
Br 5.2184 -4.7901 17.7432
Br 5.7477 -5.1361 14.6483
H 6.3862 -6.6937 16.5358
C -7.9446 -6.5846 20.7702
Br -8.1863 -8.2914 19.6132
Br -7.9839 -6.8669 22.7373
Br -9.0110 -5.0655 20.1119
H -6.9408 -6.2392 20.5231
C -4.6980 -9.3080 12.7179
Br -4.1710 -7.3996 12.9928
Br -3.9136 -10.3975 14.2269
Br -4.1632 -9.9081 10.9388
H -5.7792 -9.4434 12.7454
C 4.5975 -13.1852 29.5251
Br 3.7330 -13.0470 27.7461
Br 4.1884 -14.9112 30.4036
Br 4.1641 -11.5592 30.7026
H 5.6782 -13.1356 29.3921
C 3.4237 -2.0978 25.5792
Br 4.2500 -0.5584 26.4785
Br 1.8765 -1.5502 24.3332
Br 2.7414 -3.2933 26.9706
H 4.1081 -2.6325 24.9206
C -2.2058 -10.0839 24.3418
C -2.0662 -10.7535 22.9050
C -0.7832 -10.1796 22.1095
S -0.7992 -8.3811 22.6523
O -1.8439 -7.5667 22.0049
O 0.5756 -7.9099 22.7367
C -1.4593 -8.7740 24.3835
H -1.8759 -10.7478 25.1408
H -3.2798 -9.9804 24.4966
H -2.9591 -10.5100 22.3292
H -2.0757 -11.8429 22.9403
H -0.7560 -10.1771 21.0198
H 0.1629 -10.5717 22.4828
H -2.1483 -7.9438 24.5388
H -0.6248 -8.7244 25.0830
*
```



Entry 6:
A 10-piece molecular cluster, C56H48N10O18 overall in a non-equilibrium geometry. Source: OMol25; level of theory: wB97M-V/def2-TZVPD.

## Properties
Total energy: -110579.3399 eV
SMILES: O=[N+]([O-])c1ccccc1.O=[N+]([O-])c1ccccc1.O=[N+]([O-])c1ccccc1.O=[N+]([O-])c1ccccc1.O=[N+]([O-])c1ccccc1.O=[N+]([O-])c1ccccc1.O=[N+]([O-])c1ccccc1.O=[N+]([O-])c1ccccc1.O=[N+]([O-])c1ccccc1.CC#N
Energy relative to the best compared isomer or geometry (same formula, charge and spin): 56.6 kcal per mole

```
! wB97M-V def2-TZVPD RIJCOSX def2/J DEFGRID3
* xyz 0 1
O 5.6996 4.9789 0.4314
N 6.2737 4.0939 -0.2024
O 7.4856 4.0404 -0.2860
C 5.4205 3.0238 -0.8706
C 6.0330 2.2881 -1.8958
C 5.3538 1.2169 -2.4895
C 4.0770 0.8509 -2.0175
C 3.5250 1.5195 -0.9625
C 4.1861 2.6020 -0.3972
H 7.0426 2.5248 -2.1975
H 5.7305 0.6320 -3.3155
H 3.5789 -0.0389 -2.3734
H 2.5524 1.2014 -0.6173
H 3.7180 3.0672 0.4577
O -3.0787 4.5306 -4.6895
N -3.8102 4.7026 -3.7258
O -4.3746 5.7440 -3.4282
C -3.9111 3.4968 -2.8321
C -4.5822 3.5918 -1.6018
C -4.7311 2.4406 -0.8283
C -4.3384 1.1377 -1.2982
C -3.6435 1.0860 -2.5122
C -3.4421 2.2650 -3.2529
H -4.9538 4.5197 -1.1928
H -5.1685 2.6077 0.1449
H -4.4068 0.2558 -0.6785
H -3.2590 0.1457 -2.8790
H -2.9270 2.2556 -4.2021
O 0.1177 0.1315 3.5910
N 1.2389 0.0515 3.1380
O 1.6376 -1.0318 2.6664
C 2.1566 1.2347 3.1539
C 3.4279 1.1048 2.5965
C 4.2788 2.1887 2.6381
C 3.9164 3.4120 3.1743
C 2.6361 3.5225 3.7575
C 1.7678 2.4625 3.7294
H 3.7925 0.1650 2.2087
H 5.2935 2.0975 2.2797
H 4.5150 4.2890 2.9770
H 2.4982 4.4432 4.3050
H 0.8311 2.5900 4.2516
O 1.0426 -1.0025 -2.9475
N 0.2300 -1.5689 -3.7579
O -0.0606 -2.7741 -3.6409
C -0.5154 -0.7313 -4.7367
C -1.5335 -1.2417 -5.5145
C -2.2189 -0.5019 -6.5233
C -1.7143 0.7845 -6.7911
C -0.6164 1.2694 -6.1036
C -0.0745 0.5741 -5.0334
H -1.7236 -2.2958 -5.3754
H -3.0004 -0.8466 -7.1843
H -2.0835 1.3420 -7.6392
H -0.2851 2.2692 -6.3425
H 0.6433 1.0029 -4.3498
O 1.4373 -7.5523 -1.4255
N 1.4064 -7.0451 -0.2970
O 0.9586 -7.6994 0.6021
C 2.1484 -5.7651 -0.0752
C 2.0679 -4.7812 -1.0819
C 2.6511 -3.5098 -0.9474
C 3.2083 -3.1947 0.2946
C 3.3255 -4.1612 1.3065
C 2.8039 -5.4522 1.1282
H 1.4917 -4.8944 -1.9884
H 2.5800 -2.8374 -1.7895
H 3.3785 -2.1651 0.5726
H 3.7336 -3.8241 2.2479
H 2.9540 -6.1903 1.9023
O -5.5928 -1.9408 0.1924
N -4.8232 -2.7391 0.7548
O -4.8906 -3.1027 1.9269
C -3.7874 -3.4077 -0.0697
C -2.6751 -4.1459 0.4888
C -1.8183 -4.8609 -0.3782
C -1.9620 -4.7364 -1.7664
C -2.9451 -3.9302 -2.3468
C -3.9137 -3.3193 -1.5238
H -2.6061 -4.3396 1.5490
H -1.0471 -5.4962 0.0317
H -1.1808 -5.2300 -2.3253
H -3.1053 -3.8350 -3.4106
H -4.7327 -2.8146 -2.0145
O -0.2239 -8.2947 5.5398
N -1.1514 -7.5364 5.7321
O -2.0097 -7.8386 6.5064
C -1.0653 -6.1905 5.1530
C -0.0398 -5.7963 4.2909
C 0.1033 -4.4919 3.8373
C -0.9107 -3.5954 4.0742
C -2.0527 -3.9347 4.8043
C -2.1174 -5.2395 5.2992
H 0.7068 -6.5395 4.0531
H 0.9464 -4.1529 3.2537
H -0.8044 -2.5906 3.6929
H -2.8218 -3.1764 4.8115
H -2.9910 -5.4873 5.8838
O 0.6482 4.6461 -4.2683
N 0.4211 4.1769 -3.1875
O -0.3951 3.2437 -2.9731
C 1.1966 4.7594 -2.0336
C 2.2951 5.6154 -2.2444
C 3.0052 6.2258 -1.2001
C 2.7002 5.8739 0.0663
C 1.7221 4.9489 0.3626
C 0.9566 4.4404 -0.7260
H 2.5581 5.9845 -3.2247
H 3.8519 6.8104 -1.5282
H 3.3194 6.1645 0.9021
H 1.6623 4.5193 1.3516
H 0.3253 3.5823 -0.5487
O -3.1660 0.1827 1.4855
N -2.6844 0.4876 2.6197
O -2.5414 -0.3856 3.5039
C -2.4562 1.9570 2.9889
C -2.2891 2.3440 4.3007
C -2.1951 3.6821 4.5395
C -2.3300 4.5885 3.5257
C -2.3151 4.1704 2.1993
C -2.3794 2.8424 1.9300
H -2.1381 1.6080 5.0765
H -2.0034 4.0405 5.5401
H -2.2065 5.6421 3.7283
H -2.2450 4.9005 1.4066
H -2.4324 2.5185 0.9010
C -1.2279 -1.3330 -0.4164
C -0.4098 -0.1844 -0.0912
N 0.2578 0.7327 0.1962
H -0.7190 -2.0601 -1.0493
H -2.0566 -0.8793 -0.9600
H -1.6101 -1.7317 0.5233
*
```



Entry 7:
C14H18BN7O2Os as an isolated structure in a non-equilibrium geometry. Source: OMol25; level of theory: wB97M-V/def2-TZVPD.

## Properties
Total energy: -32460.7784 eV
<S²>: 6.021

```
! wB97M-V def2-TZVPD RIJCOSX def2/J DEFGRID3
* xyz 2 5
H 1.4655 1.1291 2.1966
N 1.0934 -0.6296 1.0862
B 1.0074 -3.0316 0.3060
N 1.3020 -1.9683 1.3880
C 1.8249 -2.0920 2.6209
Os 0.2620 0.1074 -1.1099
H 2.0825 -3.0755 3.0146
C 1.9552 -0.8297 3.1557
H 2.3489 -0.5730 4.1163
C 1.4888 0.0595 2.1723
H 1.2779 -4.1479 0.6650
C -0.0063 1.1205 -2.7858
H -0.2077 2.2149 -2.9106
H -1.0006 0.6093 -2.6843
H 0.4021 0.8587 -3.7981
N 1.8168 -2.5409 -0.9421
N -0.4670 -2.8465 -0.0861
N 1.6258 -1.3125 -1.5395
N -0.9201 -1.6096 -0.5446
C 2.7784 -3.1715 -1.6126
C -1.4739 -3.7384 -0.1098
H 3.0853 -4.1663 -1.3360
H -1.3044 -4.7803 0.1635
C 3.2287 -2.3490 -2.6225
C -2.6136 -3.0895 -0.5406
C 2.5105 -1.1766 -2.5607
C -2.2428 -1.7576 -0.7614
H 3.9839 -2.5464 -3.3320
H -3.5858 -3.5127 -0.6879
H 2.5146 -0.2794 -3.1302
H -2.8378 -0.9177 -1.0638
H 1.1965 1.0605 -1.8969
O 1.3255 2.7513 0.6030
C 0.1299 2.7290 0.3946
C -0.8509 3.8886 0.6347
C -2.1793 3.3946 0.1387
C -1.9357 1.9492 -0.3238
O -2.7781 1.2338 -0.8209
N -0.5781 1.6543 -0.1694
H -0.8798 4.1430 1.7030
H -0.4976 4.7752 0.0848
H -2.9463 3.4219 0.9222
H -2.5422 3.9898 -0.7132
*
```